DFT (the ωB97M-V functional and the def2-TZVPD basis) results for C30H55N2NiO2P2 as an isolated structure in a non-equilibrium geometry.

Structure (XYZ):
```
92
Properties=species:S:1:pos:R:3:mulliken_charge:R:1
H 2.717 -2.921 -3.608 0.596
H 5.035 0.627 -0.376 0.303
H 1.267 2.976 1.219 -0.319
P 0.690 0.058 -2.347 0.370
C 1.836 -2.264 -3.565 -1.881
C 3.336 -0.309 -3.159 -1.698
P -0.880 1.025 1.824 -0.275
H -1.012 5.918 -1.856 0.484
H 4.152 -1.004 -3.433 0.613
H 1.100 -3.438 1.923 0.268
C -0.234 2.457 4.270 -2.032
C -1.607 4.348 -0.486 -0.856
H -2.900 1.931 0.878 0.710
C 0.378 1.974 2.950 2.395
H 2.878 4.203 0.054 0.303
C 0.330 0.450 -5.070 -1.314
C 0.889 3.220 2.218 -1.313
H 5.005 3.717 -2.140 0.575
C -0.482 0.032 -3.820 2.139
H 0.111 3.990 2.126 0.222
H 1.989 2.202 -3.118 0.899
H 4.218 2.358 -2.857 0.353
H 1.715 3.648 2.807 0.687
H -2.331 0.910 -4.374 0.732
C -0.786 4.932 -1.493 -1.073
H -1.243 2.078 -3.583 0.292
H -2.020 -1.210 -4.631 0.523
C 3.763 3.614 0.276 -2.151
H -2.127 0.856 -2.599 0.069
N -0.392 2.279 -0.689 1.552
Ni 0.095 0.217 -0.083 -0.347
H -2.486 -1.636 1.597 0.040
H -0.448 -2.044 -4.591 0.340
C 2.834 1.539 -0.397 -0.575
C -0.376 -3.986 0.776 -0.429
C -1.110 -1.367 -4.023 -1.444
H -1.468 -3.988 0.887 0.219
C -1.312 -0.758 -0.536 0.584
C 1.549 1.026 3.248 -1.411
O 0.202 -3.069 1.737 -0.378
H -0.637 -1.610 3.230 0.174
H 2.960 -1.030 -0.562 0.173
C 1.130 1.802 -2.480 -1.666
H 0.527 3.077 4.774 0.535
H 3.717 0.428 -2.435 0.056
C -1.262 -0.926 3.827 -1.839
H 2.119 0.826 2.338 -0.020
C -2.992 -0.783 2.070 -1.663
H -1.114 3.098 4.101 0.325
C 3.986 2.495 -0.689 2.670
C 2.598 -1.760 -1.285 -1.681
C 5.201 1.698 -0.322 -1.713
H 3.432 -2.447 -1.489 0.617
C 4.110 3.098 -2.080 -1.868
H 1.789 -2.338 -0.817 -0.010
H 3.291 3.757 -2.332 0.307
C 0.315 2.749 -1.807 -0.162
H 0.748 4.487 -3.016 0.506
O -2.157 -1.494 -0.861 -0.455
C -2.918 0.968 3.790 -1.725
H -1.408 -1.840 -3.067 0.064
H -3.775 -1.198 2.733 0.653
H 0.025 -5.004 0.915 0.382
C -2.046 0.047 2.937 2.753
H 2.226 1.530 3.957 0.533
H 6.012 1.895 -1.004 0.413
H -3.429 1.733 3.192 0.267
H 1.082 1.240 -4.863 0.083
H 3.077 0.207 -4.092 0.219
H 1.215 0.061 3.655 0.220
H -2.131 3.131 1.925 0.757
H 4.620 4.279 0.285 0.548
H -0.136 -3.648 -0.245 -0.037
C 2.170 -1.118 -2.609 2.789
H -2.382 1.463 4.604 0.328
C -1.925 2.372 1.158 -1.623
H -1.992 -1.547 4.372 0.549
H 1.637 -1.935 -4.590 0.238
H -0.639 -0.432 4.583 0.255
H -3.693 0.349 4.267 0.553
C -1.292 3.047 -0.073 -0.197
H -0.405 0.868 -5.786 0.489
H 3.602 3.217 1.272 0.431
H -0.476 1.633 4.958 0.369
H 5.479 1.894 0.711 0.417
H -2.381 4.906 0.025 0.573
C -1.605 1.041 -3.555 -1.507
H -3.507 -0.188 1.300 0.295
H 1.003 -2.883 -3.209 0.249
N 2.122 0.869 0.288 0.106
C 0.194 4.151 -2.117 -0.805
H 0.824 -0.420 -5.552 0.306
```

Results
⟨S²⟩ = 2.06
Spin multiplicity = 3
Highest occupied orbital energy (alpha / beta) = -9.3 / -10.5 eV
Kohn-Sham gap (alpha / beta) = 7.297 / 6.157 eV
Charge = +1
DFT total energy = -3626.848770 Ha

=====

DFT (the ωB97M-V functional and the def2-TZVPD basis) results for C30H56BMnN6P2 as an isolated structure.

Structure (XYZ):
```
96
Properties=species:S:1:pos:R:3:mulliken_charge:R:1
H -3.168 -2.486 0.996 0.490
C -3.716 0.161 3.550 -1.765
H -4.345 -0.554 3.024 0.305
C -1.218 -2.285 2.906 1.307
H -0.349 1.246 -4.813 0.394
H -5.066 -2.028 -5.118 0.431
H 4.846 1.918 3.307 0.369
C -4.610 -1.857 -4.153 -0.791
H 0.941 0.518 3.158 -0.106
H 3.544 -1.634 -4.736 0.536
N -2.683 -1.190 -0.562 0.717
H 0.259 -2.861 1.369 0.188
H 1.386 1.464 -5.091 0.316
H -4.331 1.038 3.761 0.532
H -2.174 2.138 4.229 0.592
H 2.301 -0.513 2.655 0.392
H -1.331 1.687 -2.531 0.250
C 1.917 0.510 2.678 -0.731
C -0.595 -3.286 1.922 -1.672
C 1.327 2.399 1.266 -1.013
H 1.805 3.539 -2.908 0.582
H -0.325 2.070 -1.127 0.094
H -2.645 -1.564 -4.976 0.487
H -0.438 -0.675 -4.254 0.405
C -3.501 -1.437 -1.671 0.766
C 2.543 -2.413 -2.408 -1.849
C -0.232 -1.095 -3.272 -1.369
H -1.312 -3.667 1.194 0.295
Mn 0.226 -0.207 0.123 -0.008
H 1.379 2.793 3.855 0.358
H 3.004 0.032 -4.831 0.339
H 1.264 2.745 0.233 0.276
H -3.771 1.220 1.080 0.385
C 0.816 1.643 -2.978 1.999
C 3.572 3.128 1.366 -0.776
H -2.115 1.816 0.933 0.260
C -0.195 -1.965 3.998 -1.545
H -6.454 -2.137 -3.097 0.430
H 3.061 1.244 -0.380 -0.168
H -3.433 -0.271 4.508 0.367
H 2.905 2.222 -3.274 0.342
P -1.653 -0.794 1.860 1.264
H 1.982 -3.055 -3.083 0.438
C -2.708 -1.377 -2.825 0.324
C 2.356 2.731 3.373 -0.699
H 2.091 -2.495 -1.410 0.218
C 3.911 -0.341 -2.348 -1.674
H 4.274 3.759 1.908 0.324
C -1.572 1.378 3.728 -1.392
C -5.399 -1.919 -3.004 -0.871
H 4.514 0.260 2.779 0.344
C 3.130 0.914 0.656 -0.591
H -0.770 1.904 3.215 0.027
H -1.144 0.742 4.502 0.297
H -0.214 -4.139 2.485 0.629
H -2.791 -2.354 4.430 0.363
C 2.634 -0.959 -2.918 1.533
C -2.483 0.625 2.759 1.596
C -3.252 -1.591 -4.082 -0.882
N 2.833 1.347 3.405 0.183
H 0.006 -2.883 4.551 0.563
N 2.253 3.223 1.996 0.226
H 3.989 -0.477 -1.272 0.311
H 0.148 -2.106 -3.429 0.316
H -3.272 -3.132 2.921 0.286
B -1.360 -0.996 -1.025 0.554
H 3.471 -0.125 0.682 0.413
H 0.755 -1.623 3.592 0.190
H 3.508 3.487 0.337 0.401
H -5.473 -1.777 -0.859 0.495
N 4.059 1.747 1.373 0.142
C -3.041 -1.418 0.804 -1.914
H 4.025 0.715 -2.585 0.247
H -3.219 2.536 2.105 0.550
H 0.332 2.463 1.713 0.099
H -2.112 -3.904 3.981 0.578
C 4.146 1.287 2.760 -0.827
C 0.540 1.775 -4.483 -1.736
C -2.920 1.593 1.647 -1.862
P 1.050 -0.116 -2.373 0.864
C -0.410 2.180 -2.221 -1.640
C -4.857 -1.716 -1.744 -0.690
N -1.394 -1.099 -2.436 0.490
H -0.562 -1.234 4.716 0.309
C 2.741 -0.953 -4.449 -1.724
H -0.510 3.248 -2.421 0.562
H 3.551 -2.824 -2.336 0.557
H 1.836 -1.294 -4.951 0.309
H 2.340 2.474 -1.620 0.581
C 2.045 2.502 -2.668 -2.286
H -3.979 -0.927 1.066 0.652
H 0.363 2.832 -4.692 0.518
C -2.434 -2.938 3.587 -1.674
H 4.758 -0.866 -2.791 0.638
N 1.742 0.946 1.243 1.338
H 3.053 3.360 3.925 0.324
```

Results
⟨S²⟩ = 6.25
Spin multiplicity = 5
Highest occupied orbital energy (alpha / beta) = -13.2 / -13.3 eV
Kohn-Sham gap (alpha / beta) = 6.588 / 7.092 eV
Charge = +2
DFT total energy = -3363.380467 Ha